Entry 1:
Below is 2 unconnected molecules or ions with the total composition C6H6N2O2 in a non-equilibrium geometry, with properties calculated with ωB97M-V/def2-TZVPD.

HOMO-LUMO gap = 9.080 eV
molecular weight = 138.13 g/mol
F_max = 4.02 eV/Å
structure (SMILES) = N#CC1=CC(=O)[C@@H]2N[C@H]12.O
HOMO energy = -0.3740 Ha

Each line ends with the Mulliken charge.
Cartesian coordinates (Å):
N 2.64 0.91 -0.78  -0.59
C 1.62 0.48 -0.38  0.07
C 0.19 0.27 -0.35  0.36
C -0.73 1.17 0.04  -0.49
C -2.10 0.59 -0.12  0.23
O -3.15 1.16 0.07  -0.54
C -1.91 -0.82 -0.62  -0.15
N -1.16 -1.65 0.35  -0.59
C -0.46 -1.02 -0.77  0.01
H -0.55 2.19 0.38  0.46
H -2.65 -1.29 -1.27  0.48
H -1.36 -2.63 0.13  0.26
H -0.03 -1.64 -1.57  0.50
O 3.33 0.43 1.81  -0.70
H 3.68 0.86 0.90  0.38
H 2.64 0.98 2.18  0.30

---

Entry 2:
Below is 2 unconnected molecules or ions with the total composition C6H6N2O2 in a non-equilibrium geometry, with properties calculated with ωB97M-V/def2-TZVPD.

HOMO-LUMO gap = 10.105 eV
molecular weight = 138.13 g/mol
F_max = 3.22 eV/Å
structure (SMILES) = O=c1cc[nH]c(=O)[nH]1.C#C
HOMO energy = -0.3514 Ha

Each line ends with the Mulliken charge.
Cartesian coordinates (Å):
O 2.48 -0.28 -1.23  -0.60
C 1.52 -0.52 -0.55  0.48
C 1.43 -0.19 0.89  -0.46
C 0.29 -0.36 1.54  -0.27
N -0.85 -0.79 0.88  -0.01
C -0.92 -1.08 -0.47  0.06
O -1.95 -1.42 -0.99  -0.60
N 0.33 -1.12 -1.04  -0.04
H 2.29 0.33 1.26  0.42
H 0.13 -0.21 2.56  0.43
H -1.73 -0.95 1.44  0.26
H 0.34 -1.60 -2.02  0.28
C -1.39 1.82 -0.66  -0.20
C -0.31 2.37 -0.54  -0.50
H -2.27 1.12 -0.74  0.35
H 0.61 2.86 -0.33  0.41

---

Entry 3:
Below is a molecular structure, C6H6N2O2 in a non-equilibrium geometry, with properties calculated with ωB97M-V/def2-TZVPD.

HOMO-LUMO gap = 9.117 eV
molecular weight = 138.13 g/mol
F_max = 5.58 eV/Å
HOMO energy = -0.3455 Ha

Each line ends with the Mulliken charge.
Cartesian coordinates (Å):
O -4.36 1.31 -0.26  -0.51
C -3.29 0.48 -0.25  0.91
C -1.97 0.92 -0.18  -0.36
C -0.95 -0.02 -0.40  0.55
C -1.29 -1.36 -0.62  -0.46
N -2.56 -1.77 -0.58  -0.57
C -3.54 -0.88 -0.45  -0.33
C 0.43 0.42 -0.59  -0.10
N 1.23 0.94 -1.32  -0.56
H -4.09 2.23 -0.25  0.30
H -1.73 1.97 -0.01  0.35
H -0.53 -2.12 -0.78  0.41
H -4.57 -1.23 -0.57  0.37
O 1.82 1.00 1.01  -0.77
H 1.15 1.52 1.49  0.31
H 2.18 1.40 -0.10  0.46

---

Entry 4:
Below is 2 unconnected molecules or ions with the total composition C6H6N2O2 in a non-equilibrium geometry, with properties calculated with ωB97M-V/def2-TZVPD.

HOMO-LUMO gap = 10.138 eV
molecular weight = 138.13 g/mol
F_max = 5.65 eV/Å
structure (SMILES) = O=c1cc[nH]c(=O)[nH]1.C#C
HOMO energy = -0.3614 Ha

Each line ends with the Mulliken charge.
Cartesian coordinates (Å):
O 0.33 -1.96 -0.53  -0.53
C -0.52 -1.28 -0.13  0.55
C -1.95 -1.48 0.34  -0.50
C -2.77 -0.41 0.42  -0.06
N -2.37 0.92 0.26  -0.09
C -1.17 1.22 -0.12  0.33
O -0.70 2.34 -0.25  -0.65
N -0.31 0.11 -0.29  -0.17
H -2.50 -2.41 0.26  0.33
H -3.92 -0.59 0.17  0.22
H -3.14 1.69 0.22  0.30
H 0.55 0.56 -0.80  0.25
C 4.83 0.08 0.86  -0.36
C 5.12 0.23 -0.32  -0.32
H 4.45 0.08 1.82  0.37
H 5.10 0.27 -1.43  0.31

---

Entry 5:
Below is C6H6N2O3 in the gas phase in a non-equilibrium geometry, with properties calculated with ωB97M-V/def2-TZVPD.

HOMO-LUMO gap = 8.601 eV
molecular weight = 154.12 g/mol
F_max = 2.42 eV/Å
structure (SMILES) = O=[N+]([O-])/N=C1/C=CC=C[C@H]1O
HOMO energy = -0.3492 Ha

Each line ends with the Mulliken charge.
Cartesian coordinates (Å):
O 3.34 -0.19 0.13  -0.61
N 2.65 -0.59 -0.77  1.05
O 2.97 -1.44 -1.54  -0.58
N 1.51 0.12 -1.10  -0.56
C 0.42 0.19 -0.45  0.39
C -0.44 1.30 -0.87  -0.52
C -1.57 1.51 -0.20  -0.32
C -2.11 0.60 0.77  -0.32
C -1.38 -0.45 1.13  -0.74
C 0.06 -0.65 0.68  0.68
O 0.47 -1.94 0.38  -0.52
H -0.01 1.99 -1.58  0.38
H -2.33 2.19 -0.61  0.32
H -3.06 1.05 1.27  0.27
H -1.59 -1.27 1.81  0.36
H 0.65 -0.33 1.53  0.30
H 0.42 -2.07 -0.56  0.40

---

Entry 6:
Below is a molecular structure, C6H6N2O3Pt in a non-equilibrium geometry, with properties calculated with ωB97M-V/def2-TZVPD.

HOMO-LUMO gap (spin up / spin down) = 9.935 / 5.428 eV
molecular weight = 349.20 g/mol
expectation value of S² = 2.029
F_max = 8.13 eV/Å
HOMO energy (spin up / spin down) = -0.6899 / -0.6711 Ha
charge = +2
spin multiplicity = 3

Each line ends with the Mulliken charge.
Cartesian coordinates (Å):
O 0.00 3.77 -3.66  -0.11
C 0.00 2.71 -3.29  0.11
Pt 0.00 -1.55 -2.30  0.85
C 1.83 -1.19 -2.98  0.26
C -1.82 -1.20 -2.99  0.31
O 2.90 -1.27 -3.39  -0.13
O -2.92 -1.26 -3.40  -0.18
C 0.45 1.20 2.43  -0.65
N 0.00 0.04 1.70  0.05
C -0.45 -1.17 2.45  -0.68
C 0.02 0.00 0.40  0.52
N 0.02 -0.08 -0.78  -0.40
H 0.34 0.91 3.46  0.28
H -0.17 2.05 2.19  0.37
H 1.48 1.41 2.19  0.37
H -1.52 -1.42 2.23  0.36
H 0.18 -2.06 2.22  0.36
H -0.34 -0.88 3.50  0.30

---

Entry 7:
Below is C6H6N2O5 in the gas phase in a non-equilibrium geometry, with properties calculated with ωB97M-V/def2-TZVPD.

HOMO-LUMO gap = 7.582 eV
molecular weight = 186.12 g/mol
F_max = 3.60 eV/Å
structure (SMILES) = O=C[C@H]1C=CC=C([N+](=O)[O-])N(O)O1
HOMO energy = -0.3372 Ha

Each line ends with the Mulliken charge.
Cartesian coordinates (Å):
O -2.25 -1.69 2.45  -0.45
C -1.86 -1.40 1.36  -0.10
C -1.49 0.04 0.90  0.61
C -0.52 0.87 1.64  -0.87
C 0.55 1.49 1.10  -0.37
C 1.31 1.17 -0.04  -0.04
C 1.09 0.16 -0.93  0.04
N 1.96 0.03 -2.00  0.93
O 3.11 0.49 -1.89  -0.57
O 1.51 -0.48 -3.06  -0.63
N 0.05 -0.73 -0.73  0.12
O -0.04 -1.82 -1.49  -0.38
O -1.22 -0.09 -0.51  -0.30
H -1.64 -2.18 0.67  0.38
H -2.62 0.54 0.87  0.28
H -1.05 1.12 2.57  0.32
H 0.93 2.22 1.76  0.39
H 2.27 1.78 -0.30  0.30
H -0.10 -1.52 -2.36  0.34

---

Entry 8:
Below is 2 unconnected molecules or ions with the total composition C6H6N3O3S2 in a non-equilibrium geometry, with properties calculated with ωB97M-V/def2-TZVPD.

HOMO-LUMO gap = 7.421 eV
molecular weight = 232.27 g/mol
F_max = 3.41 eV/Å
HOMO energy = -0.1775 Ha
charge = -1

Each line ends with the Mulliken charge.
Cartesian coordinates (Å):
C 2.33 1.45 0.24  -0.38
C 3.52 0.91 -0.03  -0.29
C 1.74 -0.78 0.28  0.38
C -1.99 1.75 -0.01  0.45
C -2.79 -0.59 -0.89  -0.16
C -2.26 0.21 0.20  0.28
N 1.40 0.49 0.52  0.05
N -2.51 -1.77 -1.22  -0.47
N 0.93 -1.75 0.34  -0.51
O -0.80 2.07 0.14  -0.69
O -2.91 2.43 -0.48  -0.72
O -1.74 -2.68 -0.46  -0.30
S 3.59 -0.84 0.01  -0.22
S -2.13 -0.43 1.74  -0.20
H 2.09 2.45 0.54  0.37
H 4.40 1.48 -0.48  0.28
H -1.09 -2.33 0.16  0.36
H -3.32 -0.01 -1.59  0.44
H 1.10 -2.69 0.25  0.15
H 0.44 0.63 0.73  0.16

---

Entry 9:
Below is 2 unconnected molecules or ions with the total composition C6H6N3O4S in a non-equilibrium geometry, with properties calculated with ωB97M-V/def2-TZVPD.

HOMO-LUMO gap (spin up / spin down) = 8.075 / 8.069 eV
molecular weight = 216.20 g/mol
F_max = 4.03 eV/Å
HOMO energy (spin up / spin down) = -0.1923 / -0.1922 Ha
charge = -1

Each line ends with the Mulliken charge.
Cartesian coordinates (Å):
C -2.32 -0.87 -0.17  -0.30
C -1.75 -0.44 0.98  -0.53
C -1.85 -0.44 -1.43  -0.32
C -0.64 0.41 0.97  -0.45
C -0.72 0.43 -1.48  -0.34
C -0.13 0.80 -0.27  0.37
N 1.85 -0.77 1.59  -0.43
N 2.51 0.96 0.25  -0.67
N 1.86 -1.72 0.81  1.44
O 2.17 -1.95 -0.30  -0.70
O 1.40 -2.58 1.61  -0.68
O 0.95 2.81 0.91  -0.69
O 1.39 2.55 -1.48  -0.69
S 1.25 1.92 -0.18  1.15
H -3.32 -1.47 -0.16  0.21
H -2.17 -0.62 1.96  0.35
H -2.32 -0.94 -2.39  0.22
H -0.15 0.75 1.85  0.44
H -0.62 0.91 -2.48  0.33
H 2.62 0.27 -0.58  0.30

---

Entry 10:
Below is a molecular structure, C6H6N4O in a non-equilibrium geometry, with properties calculated with ωB97M-V/def2-TZVPD.

HOMO-LUMO gap = 8.559 eV
molecular weight = 150.14 g/mol
F_max = 15.28 eV/Å
HOMO energy = -0.3324 Ha

Each line ends with the Mulliken charge.
Cartesian coordinates (Å):
C 2.03 0.98 1.23  -1.68
C 1.06 0.22 0.38  0.91
C 1.42 -0.92 -0.35  -0.29
C 0.31 -1.61 -1.12  0.31
C -1.27 0.19 -0.55  0.14
C -3.09 -0.13 -0.06  0.49
H 2.96 0.51 1.09  0.34
H 2.19 1.95 1.00  0.46
H 1.76 1.20 2.15  0.48
H 2.53 -1.24 -0.27  0.21
H -2.67 0.60 -1.79  0.45
H -0.73 1.46 0.76  0.31
N -0.91 -1.04 -1.04  -0.48
N -2.48 0.79 -0.67  -0.40
N -3.48 -1.02 0.67  -0.45
N -0.16 0.70 0.24  -0.21
O 0.54 -2.64 -1.69  -0.59

---

Entry 11:
Below is a gas-phase ion, C6H6NO (charge +1) in a non-equilibrium geometry, with properties calculated with ωB97M-V/def2-TZVPD.

HOMO-LUMO gap (spin up / spin down) = 5.973 / 6.969 eV
molecular weight = 108.12 g/mol
F_max = 4.99 eV/Å
HOMO energy (spin up / spin down) = -0.5094 / -0.5267 Ha
charge = +1

Each line ends with the Mulliken charge.
Cartesian coordinates (Å):
C -0.46 -0.55 0.62  0.22
C -1.39 -0.04 -0.36  -0.40
C -0.89 0.20 -1.66  -0.38
C 0.34 -0.08 -2.02  -0.06
C 1.63 -0.04 0.82  0.46
C 0.37 0.41 1.57  -0.34
N 0.82 -0.88 0.09  -0.41
O 2.78 0.21 0.81  -0.45
H -2.44 0.09 -0.13  0.48
H -1.57 0.61 -2.40  0.43
H 1.23 -0.15 -2.60  0.46
H 0.35 0.09 2.61  0.30
H -0.94 -1.35 1.20  0.41
H 0.15 1.47 1.44  0.28

---

Entry 12:
Below is a gas-phase ion, C6H6NO2 (charge +1) in a non-equilibrium geometry, with properties calculated with ωB97M-V/def2-TZVPD.

HOMO-LUMO gap (spin up / spin down) = 7.406 / 7.656 eV
molecular weight = 124.12 g/mol
F_max = 3.93 eV/Å
HOMO energy (spin up / spin down) = -0.4903 / -0.5003 Ha
charge = +1

Each line ends with the Mulliken charge.
Cartesian coordinates (Å):
C 1.86 0.69 0.02  -0.35
C 0.69 1.41 0.16  -0.60
C 1.86 -0.76 -0.15  -0.06
C -0.48 0.65 -0.12  0.95
C -4.01 0.36 -0.16  -0.14
C -2.75 -0.39 0.05  0.18
N 0.85 -1.47 0.04  -0.50
O -5.05 -0.20 0.04  -0.38
O -1.54 0.09 -0.07  -0.20
H 2.83 1.25 0.37  0.33
H 0.58 2.50 0.26  0.37
H 2.81 -1.20 -0.36  0.43
H -3.87 1.36 -0.49  0.32
H -2.93 -1.52 0.19  0.33
H 1.08 -2.43 0.25  0.29

---

Entry 13:
Below is 2 unconnected molecules or ions with the total composition C6H6NO4S in a non-equilibrium geometry, with properties calculated with ωB97M-V/def2-TZVPD.

HOMO-LUMO gap (spin up / spin down) = 7.344 / 6.237 eV
molecular weight = 188.18 g/mol
F_max = 5.01 eV/Å
HOMO energy (spin up / spin down) = -0.1467 / -0.1266 Ha
charge = -1

Each line ends with the Mulliken charge.
Cartesian coordinates (Å):
C -0.62 0.01 1.63  -0.51
C -1.38 -0.16 0.45  -0.46
C 0.74 0.15 1.59  -0.22
C -0.70 -0.24 -0.77  -0.23
C 1.44 0.31 0.42  -0.57
C 0.66 0.11 -0.83  0.62
N 1.42 0.28 -1.99  -0.64
O 1.16 -2.84 -2.47  -0.48
O 2.45 -1.57 -4.12  -0.72
O 3.52 -2.46 -2.08  -0.57
O 0.60 0.25 -3.14  -0.36
S 2.30 -2.05 -2.68  1.06
H -1.12 -0.33 2.50  0.32
H -2.42 -0.32 0.66  0.34
H 1.21 0.09 2.58  0.29
H -1.00 -0.36 -1.86  0.34
H 2.51 0.42 0.40  0.41
H 1.22 -0.19 -3.77  0.40

---

Entry 14:
Below is C6H6O in the gas phase, with properties calculated with ωB97M-V/def2-TZVPD.

HOMO-LUMO gap = 9.932 eV
molecular weight = 94.11 g/mol
F_max = 0.37 eV/Å
structure (SMILES) = C=C=CC1=C[C@H]1O
HOMO energy = -0.3333 Ha

Each line ends with the Mulliken charge.
Cartesian coordinates (Å):
C -1.77 -1.16 -1.40  -0.59
C -1.20 -0.02 -1.14  0.22
C -0.47 1.02 -0.81  -0.55
C 0.67 0.70 0.02  0.06
C 1.81 0.96 0.62  -0.18
C 1.15 -0.32 0.97  -0.26
O 0.45 -0.54 2.18  -0.54
H -2.60 -1.53 -0.81  0.24
H -1.37 -1.76 -2.22  0.24
H -0.71 2.02 -1.17  0.34
H 2.60 1.69 0.75  0.36
H 1.56 -1.30 0.69  0.33
H -0.12 0.23 2.32  0.33

---

Entry 15:
Below is C6H6O in the gas phase in a non-equilibrium geometry, with properties calculated with ωB97M-V/def2-TZVPD.

HOMO-LUMO gap = 7.778 eV
molecular weight = 94.11 g/mol
F_max = 6.63 eV/Å
structure (SMILES) = C=c1ccc(=C)o1
HOMO energy = -0.2948 Ha

Each line ends with the Mulliken charge.
Cartesian coordinates (Å):
C -1.73 -0.16 -1.68  -0.84
C -0.68 -0.07 -0.82  0.66
C 0.66 -0.49 -0.99  -0.41
C 1.37 -0.56 0.26  -0.61
C 0.40 0.27 1.06  0.58
C 0.55 0.77 2.21  -0.59
O -0.73 0.54 0.32  -0.42
H -1.62 -0.92 -2.43  0.26
H -2.80 0.44 -1.81  0.21
H 0.89 -0.53 -2.02  0.39
H 2.52 -0.54 0.28  0.27
H -0.21 1.10 2.97  0.28
H 1.38 0.15 2.64  0.22

---

Entry 16:
Below is C6H6O in the gas phase, with properties calculated with ωB97M-V/def2-TZVPD.

HOMO-LUMO gap = 9.951 eV
molecular weight = 94.11 g/mol
F_max = 0.52 eV/Å
structure (SMILES) = C#CC1=CCOC1
HOMO energy = -0.3300 Ha

Each line ends with the Mulliken charge.
Cartesian coordinates (Å):
C 2.92 -0.69 0.64  0.06
C 1.79 -0.37 0.36  -0.55
C 0.43 -0.05 0.05  0.34
C -0.08 1.09 -0.41  -0.49
C -1.58 0.96 -0.52  -0.38
O -1.87 -0.37 -0.11  -0.38
C -0.68 -1.05 0.24  -0.41
H 3.90 -0.98 0.94  0.42
H 0.46 1.99 -0.67  0.43
H -2.09 1.68 0.14  0.23
H -1.95 1.13 -1.54  0.24
H -0.54 -1.93 -0.41  0.24
H -0.71 -1.41 1.28  0.25